(1)
Molecular formula: C5H7NO2
Method: DFT, the ωB97M-V functional and the def2-TZVPD basis

Geometry as XYZ:
```
15
Properties=species:S:1:pos:R:3:forces:R:3
C -1.405 0.942 0.097 0.3 -0.7 0.5
C 1.107 -0.439 1.452 0.4 0.2 -0.4
C -0.221 1.183 -0.589 2.5 -1.4 -0.5
C -0.114 -0.751 0.652 -2.4 -0.3 1.7
C 0.417 -0.176 -1.406 -1.1 1.6 -1.2
N -0.217 -0.897 -2.233 0.6 -0.5 0.6
O 0.642 2.040 -0.522 -0.9 -0.1 0.0
O -0.807 -1.709 0.680 1.0 1.0 -0.5
H -1.206 -1.001 -1.989 0.0 0.4 -0.2
H -2.117 0.232 -0.300 0.0 0.0 0.0
H -1.786 1.754 0.707 -0.1 -0.1 0.1
H 1.494 -0.014 -1.519 0.0 -0.1 0.0
H 1.509 0.551 1.250 -0.1 0.0 -0.1
H 0.838 -0.529 2.507 -0.1 0.0 -0.1
H 1.866 -1.188 1.212 -0.1 0.0 0.1
```
Positions in Å, forces in eV/Å.

Output
* Kohn-Sham gap: 8.02 eV
* spin multiplicity: 1
* largest force on an atom: 0.058 hartree/bohr
* E_tot: -399.813821 Ha
* LUMO energy: -0.035 hartree
* relative energy (zero: lowest compared OMol25 entry of this formula, charge and spin): 95.2 kcal per mole
* charge: 0


(2)
Molecular formula: C29H27O3PSe2Tc
Method: DFT, the ωB97M-V functional and the def2-TZVPD basis

Geometry as XYZ:
```
63
Properties=species:S:1:pos:R:3:forces:R:3
Tc 0.180 0.266 0.694 -0.1 -0.3 0.1
Se 0.506 -2.420 -0.130 0.0 0.1 0.1
P 1.351 -1.303 -1.759 0.0 0.1 -0.1
Se 2.054 0.627 -0.975 0.1 0.0 -0.1
C 2.713 -2.172 -2.580 0.0 0.0 0.0
C 2.449 -3.433 -3.111 0.0 0.0 0.0
C 3.450 -4.131 -3.762 0.0 0.0 0.0
C 4.718 -3.574 -3.887 0.0 0.0 0.0
C 4.981 -2.321 -3.358 0.0 0.0 0.0
C 3.979 -1.617 -2.702 0.0 0.0 0.0
C 0.142 -1.010 -3.080 0.0 -0.1 0.0
C -1.051 -1.722 -3.115 0.0 0.0 0.0
C -1.949 -1.511 -4.151 0.0 0.0 0.0
C -1.660 -0.591 -5.147 0.0 0.0 0.0
C -0.470 0.125 -5.108 0.0 0.0 0.0
C 0.430 -0.081 -4.076 0.0 0.0 0.0
H 1.461 -3.868 -3.008 0.0 0.0 0.0
H 3.244 -5.111 -4.171 0.0 0.0 0.0
H 5.500 -4.122 -4.395 0.0 0.0 0.0
H 5.968 -1.888 -3.450 0.0 0.0 0.0
H 4.188 -0.643 -2.278 0.0 0.0 0.0
H -1.284 -2.417 -2.319 0.0 0.0 0.0
H -2.882 -2.061 -4.172 0.0 0.0 0.0
H -2.365 -0.424 -5.951 0.0 0.0 0.0
H -0.246 0.852 -5.879 0.0 0.0 0.0
H 1.350 0.491 -4.036 0.0 0.0 0.0
C 1.410 3.479 1.219 0.0 0.0 0.0
C 1.587 2.514 2.393 0.0 0.0 0.0
C 3.090 2.195 2.529 0.0 0.0 0.0
C 0.866 1.208 2.136 0.0 0.0 0.0
C 1.061 3.107 3.705 0.0 0.0 0.0
C 1.262 2.424 4.906 0.0 0.0 0.0
C 0.793 2.925 6.108 0.0 0.0 0.0
C 0.104 4.130 6.141 0.0 0.0 0.0
C -0.110 4.817 4.958 0.0 0.0 0.0
C 0.363 4.309 3.754 0.0 0.0 0.0
H 1.870 3.067 0.321 0.0 0.0 0.0
H 1.894 4.434 1.429 0.0 0.0 0.0
H 0.356 3.659 0.999 0.0 0.0 0.0
H 3.465 1.772 1.596 0.0 0.0 0.0
H 3.284 1.476 3.324 0.0 0.0 0.0
H 3.641 3.111 2.753 0.0 0.0 0.0
H 0.648 0.635 3.050 0.0 0.0 0.0
H 1.790 1.478 4.906 0.0 0.0 0.0
H 0.966 2.372 7.023 0.0 0.0 0.0
H -0.264 4.524 7.079 0.0 0.0 0.0
H -0.651 5.755 4.965 0.0 0.0 0.0
H 0.175 4.869 2.848 0.0 0.0 0.0
O -3.098 -2.594 2.259 0.0 0.0 0.0
C -3.965 -2.155 1.315 0.0 0.0 0.0
C -5.213 -2.753 1.156 0.0 0.0 0.0
C -6.078 -2.320 0.168 0.0 0.0 0.0
C -5.711 -1.291 -0.689 0.0 0.0 0.0
C -4.467 -0.705 -0.540 0.0 0.0 0.0
C -3.588 -1.111 0.462 0.1 0.0 0.1
C -2.271 -0.429 0.544 -0.2 0.1 -0.1
O -1.797 0.134 -0.479 0.0 0.0 0.0
O -1.603 -0.409 1.630 0.1 0.0 0.0
H -3.492 -3.339 2.725 0.0 0.0 0.0
H -5.498 -3.566 1.814 0.0 0.0 0.0
H -7.046 -2.795 0.066 0.0 0.0 0.0
H -6.386 -0.954 -1.463 0.0 0.0 0.0
H -4.143 0.087 -1.202 0.0 0.0 0.0
```
Positions in Å, forces in eV/Å.

Output
* Kohn-Sham gap (alpha / beta): 8.08 / 8.04 eV
* spin multiplicity: 4
* largest force on an atom: 0.006 hartree/bohr
* E_tot: -6572.050902 Ha
* LUMO energy (alpha / beta): 0.016 / -0.007 hartree
* relative energy (zero: lowest compared OMol25 entry of this formula, charge and spin): 2.6 kcal per mole
* charge: 0
* <S²>: 3.89


(3)
Molecular formula: C2H4N2OS
Method: DFT, the ωB97M-V functional and the def2-TZVPD basis

Geometry as XYZ:
```
10
Properties=species:S:1:pos:R:3:forces:R:3
H 2.317 0.114 -1.249 -1.6 -0.2 -0.1
N 1.592 -0.347 -0.669 1.2 -0.1 0.8
C 0.424 0.024 -0.444 0.2 1.7 -1.1
S -0.469 1.382 -1.313 0.8 -0.6 0.4
C -0.330 -0.626 0.716 0.2 2.4 1.3
N -0.785 -1.854 0.206 -2.2 -3.0 -1.8
O -1.849 -1.878 -0.432 2.4 1.0 1.8
H -1.548 0.623 -1.303 -0.8 -0.1 -0.1
H 0.547 -0.722 1.421 -1.5 -0.6 -0.3
H -1.174 -0.007 1.173 1.1 -0.6 -0.9
```
Positions in Å, forces in eV/Å.

Output
* Kohn-Sham gap (alpha / beta): 8.79 / 8.79 eV
* spin multiplicity: 1
* largest force on an atom: 0.081 hartree/bohr
* E_tot: -661.415499 Ha
* LUMO energy (alpha / beta): -0.024 / -0.024 hartree
* structure (SMILES): [H]/N=C(\S)CN=O
* relative energy (zero: lowest compared OMol25 entry of this formula, charge and spin): 106.7 kcal per mole
* charge: 0


(4)
Molecular formula: C23H28N4O2
Method: DFT, the ωB97M-V functional and the def2-TZVPD basis

Geometry as XYZ:
```
57
Properties=species:S:1:pos:R:3:forces:R:3
O -5.276 -1.023 1.478 -0.3 0.1 0.3
C -4.268 -1.299 0.854 0.4 -0.3 0.1
C -3.019 -1.763 1.603 -0.1 0.0 0.1
C -1.920 -2.468 0.799 0.0 0.2 0.3
C -1.159 -1.525 -0.055 -0.2 -0.2 -0.6
N -1.406 -1.224 -1.290 -0.5 -1.0 0.7
N -0.487 -0.311 -1.672 1.0 0.9 -0.3
C 0.272 -0.089 -0.651 -0.2 0.2 -0.6
C 1.433 0.823 -0.582 0.3 -0.2 0.1
C 2.758 0.076 -0.793 -0.1 0.1 0.3
C 3.082 -0.876 0.355 0.1 -0.1 -0.3
C 4.417 -1.600 0.140 -0.2 0.1 0.2
C 5.572 -0.640 0.131 0.0 -0.2 -0.1
C 6.183 -0.264 -1.058 0.0 0.0 0.0
C 7.230 0.641 -1.060 0.1 0.1 -0.1
C 7.678 1.186 0.131 0.1 0.1 0.0
C 7.076 0.819 1.322 0.0 0.1 0.1
C 6.031 -0.087 1.320 0.0 0.0 0.0
O -0.095 -0.845 0.412 0.1 -0.1 0.2
N -4.186 -1.223 -0.483 0.0 -0.1 -0.3
C -5.271 -0.736 -1.303 -0.2 0.0 -0.2
C -4.876 0.511 -2.096 -0.2 0.0 0.2
C -4.863 1.789 -1.249 0.1 -0.1 -0.2
C -3.824 1.774 -0.167 0.0 0.2 0.3
C -4.168 1.778 1.179 0.2 0.1 -0.1
C -3.166 1.770 2.136 0.1 0.1 0.0
C -1.849 1.756 1.709 -0.1 0.0 0.4
N -1.504 1.761 0.430 0.4 0.1 -0.1
C -2.466 1.776 -0.475 -0.3 0.1 -0.1
H -2.605 -0.880 2.098 -0.1 -0.1 0.0
H -3.370 -2.433 2.391 0.0 0.1 0.0
H -2.353 -3.244 0.166 0.1 0.0 0.0
H -1.221 -2.930 1.499 -0.1 -0.1 -0.1
H 1.431 1.313 0.392 0.0 0.1 0.0
H 1.302 1.572 -1.361 -0.1 0.0 0.1
H 3.557 0.813 -0.882 0.0 0.0 -0.1
H 2.706 -0.480 -1.731 0.1 0.0 -0.1
H 2.290 -1.622 0.454 0.0 0.0 0.1
H 3.126 -0.311 1.289 -0.1 0.0 0.1
H 4.555 -2.325 0.946 0.0 -0.1 -0.1
H 4.380 -2.146 -0.805 0.0 -0.1 0.0
H 5.838 -0.687 -1.991 0.0 -0.1 -0.1
H 7.697 0.921 -1.993 0.0 0.0 -0.1
H 8.495 1.893 0.131 0.1 0.1 0.0
H 7.423 1.238 2.255 0.0 0.0 0.1
H 5.568 -0.375 2.254 -0.1 0.0 0.1
H -3.306 -1.374 -0.964 0.0 0.0 0.1
H -5.563 -1.529 -2.001 -0.1 0.1 0.1
H -6.111 -0.527 -0.636 0.0 -0.1 -0.1
H -3.891 0.349 -2.538 0.0 0.0 -0.1
H -5.594 0.645 -2.907 0.0 0.0 -0.1
H -5.848 1.929 -0.799 0.0 0.1 0.0
H -4.668 2.637 -1.911 -0.1 0.0 0.0
H -5.206 1.774 1.478 -0.1 0.0 0.0
H -3.405 1.769 3.188 0.0 0.0 0.1
H -1.026 1.742 2.413 0.0 0.0 0.1
H -2.127 1.782 -1.504 -0.1 0.0 -0.2
```
Positions in Å, forces in eV/Å.

Output
* Kohn-Sham gap: 9.69 eV
* spin multiplicity: 1
* largest force on an atom: 0.027 hartree/bohr
* E_tot: -1262.772874 Ha
* LUMO energy: 0.026 hartree
* structure (SMILES): O=C(CCc1nnc(CCCCc2ccccc2)o1)NCCCc1cccnc1
* relative energy (zero: lowest compared OMol25 entry of this formula, charge and spin): 33.8 kcal per mole
* charge: 0


(5)
Molecular formula: C22H66F2NO26S2
Method: DFT, the ωB97M-V functional and the def2-TZVPD basis

Geometry as XYZ:
```
119
Properties=species:S:1:pos:R:3:forces:R:3
N 0.057 -1.057 -0.012 -1.9 -4.9 0.9
S 0.269 -0.304 -1.314 2.7 5.3 -3.8
O -0.819 0.610 -1.706 1.2 -1.9 0.4
O 1.157 -0.810 -2.381 -2.4 0.0 2.1
F 1.306 0.758 -0.569 -0.9 -0.6 -0.6
S -0.732 -2.547 -0.141 1.2 -2.4 4.4
O -1.854 -2.713 -1.012 0.7 1.0 -0.2
O -0.842 -3.067 1.248 0.1 1.8 -3.1
F 0.375 -3.643 -0.718 -0.8 2.0 0.0
C 0.375 3.319 -3.834 -0.1 -1.3 1.5
C 1.038 4.390 -2.978 1.2 1.2 0.4
O 2.097 3.870 -2.167 -0.5 -0.2 0.7
O -0.431 3.840 -4.830 -1.7 0.9 -1.0
H -0.208 2.633 -3.150 0.7 0.4 -0.7
H 1.128 2.729 -4.389 0.0 0.2 0.7
H 0.398 5.031 -2.364 -0.7 -0.7 0.1
H 1.508 5.168 -3.606 0.0 -0.5 -0.4
H 2.013 3.780 -1.155 -0.1 0.0 -1.8
H -1.380 3.875 -4.595 1.0 -0.1 0.2
C 4.711 1.755 0.799 1.4 -0.6 0.3
C 4.212 3.072 0.302 1.0 0.5 -0.4
O 2.845 3.067 0.096 0.1 0.2 -1.1
O 4.316 1.478 2.140 -1.0 -0.7 -0.1
H 5.806 1.837 0.887 0.0 -0.1 -0.6
H 4.444 0.907 0.141 0.0 0.5 0.1
H 4.699 3.378 -0.623 0.0 -0.5 -0.4
H 4.567 3.863 0.966 -0.4 0.1 0.6
H 2.431 2.996 0.942 -1.0 0.0 1.5
H 3.801 0.649 2.103 0.1 0.7 0.2
C -3.551 4.023 -1.376 -0.4 -0.6 -0.8
C -4.326 3.335 -0.309 -1.1 -0.7 -1.3
O -3.767 3.580 0.897 2.5 0.6 1.7
O -2.162 3.727 -1.275 0.5 0.3 0.2
H -3.761 5.088 -1.254 0.9 0.1 -0.2
H -3.955 3.692 -2.334 0.1 0.2 -0.3
H -4.406 2.278 -0.528 0.2 -0.7 0.0
H -5.351 3.682 -0.339 -0.4 0.3 0.1
H -2.789 3.676 0.680 -1.5 -0.1 0.8
H -1.938 2.775 -1.337 -0.6 0.5 -0.1
C -2.970 -2.096 4.023 1.0 -0.3 -0.9
C -4.121 -2.858 4.552 -1.9 0.1 1.1
O -4.513 -3.939 3.712 0.4 0.6 0.5
O -3.184 -1.525 2.753 -0.6 1.2 -0.3
H -2.150 -2.795 3.866 0.5 -0.1 0.7
H -2.708 -1.269 4.679 0.1 -0.1 0.2
H -5.020 -2.170 4.721 1.0 -0.7 -0.2
H -3.847 -3.261 5.536 -0.1 0.0 -0.2
H -4.825 -3.461 2.934 -0.4 -0.4 -0.5
H -3.310 -2.211 2.099 0.2 -0.4 -0.1
C -5.696 -3.479 0.304 -1.4 -0.8 -0.3
C -6.489 -2.696 -0.733 -1.6 0.2 -0.1
O -5.892 -1.434 -1.062 -0.7 -0.6 1.4
O -5.538 -2.698 1.457 0.8 1.2 -0.5
H -4.806 -3.867 -0.141 1.3 0.2 -0.1
H -6.220 -4.389 0.637 -0.3 0.3 -0.3
H -7.487 -2.422 -0.237 1.2 -0.5 -0.9
H -6.665 -3.314 -1.664 0.1 0.6 1.0
H -5.302 -1.527 -1.797 0.5 -0.1 -1.0
H -5.238 -1.830 1.105 -0.2 -0.4 0.6
C -3.516 -0.260 -3.628 0.5 0.3 -0.8
C -2.370 -1.086 -4.145 1.0 0.3 -0.1
O -2.586 -1.231 -5.560 -0.4 -0.1 0.4
O -4.788 -0.875 -3.659 0.0 -0.1 1.3
H -3.581 0.619 -4.284 0.3 0.2 0.4
H -3.244 -0.023 -2.615 -0.3 0.4 0.5
H -2.246 -2.011 -3.573 -0.5 -0.4 -0.4
H -1.426 -0.547 -3.891 -0.6 0.0 -0.6
H -1.841 -1.580 -6.052 0.3 -0.1 0.4
H -4.871 -1.273 -4.506 -0.2 -0.6 -1.2
C 2.662 -5.411 3.437 1.1 0.2 1.0
C 1.162 -5.280 3.413 -0.1 0.9 -1.5
O 0.672 -4.324 4.365 1.3 1.2 -1.0
O 2.999 -5.646 4.837 0.0 -0.1 -1.0
H 3.257 -4.497 3.142 -0.9 -0.8 -0.2
H 2.945 -6.268 2.781 0.0 0.5 0.7
H 0.761 -6.236 3.720 -0.3 -0.2 -0.2
H 0.906 -5.020 2.342 -0.4 -0.2 1.1
H 1.113 -3.450 4.087 -0.8 -1.4 0.4
H 2.327 -5.072 5.234 0.1 -0.1 0.6
C 4.085 1.150 -3.345 0.7 -1.7 3.6
C 4.257 0.501 -4.668 -1.8 0.7 -1.6
O 5.101 1.136 -5.612 0.6 -0.7 0.3
O 3.966 2.517 -3.341 -0.3 1.0 -0.9
H 4.967 0.932 -2.657 -0.5 -0.2 -0.8
H 3.218 0.628 -2.800 0.9 0.6 -0.9
H 3.245 0.533 -5.119 0.2 -0.4 0.1
H 4.556 -0.523 -4.575 0.2 -0.6 0.2
H 5.125 2.048 -5.359 0.0 1.0 0.2
H 3.188 2.832 -2.823 0.1 0.1 -0.2
C 4.826 -2.154 -0.721 -1.4 -0.5 -0.7
C 4.263 -2.196 0.687 -0.2 0.7 0.4
O 3.094 -1.344 0.674 0.5 -0.4 0.8
O 3.722 -2.772 -1.504 1.0 0.4 1.4
H 5.714 -2.738 -0.950 0.3 0.0 0.5
H 4.977 -1.089 -0.952 -0.1 -0.3 -0.4
H 4.893 -1.731 1.476 0.0 -0.6 -0.7
H 3.977 -3.221 0.957 0.2 0.2 0.1
H 2.442 -1.816 0.156 -0.4 0.0 -0.5
H 3.767 -2.510 -2.413 0.1 0.4 -0.7
C 1.467 -0.966 4.303 2.2 1.4 -1.7
C 0.477 -0.166 3.495 0.1 0.4 -0.1
O 1.037 0.583 2.396 0.1 -0.2 1.3
O 2.180 -2.006 3.595 -1.4 -0.4 0.4
H 0.998 -1.290 5.198 -0.2 -0.6 0.8
H 2.317 -0.288 4.450 -0.5 0.4 1.1
H 0.031 0.521 4.196 0.2 0.8 0.3
H -0.379 -0.717 3.209 -0.8 -1.1 -0.9
H 0.911 0.149 1.550 -0.2 -0.4 -0.3
H 2.098 -1.708 2.690 0.4 -0.3 -0.9
C 0.158 3.709 1.277 -0.5 0.6 0.9
C 0.143 5.208 1.049 2.4 -1.2 -1.0
O -0.542 5.991 1.924 -1.3 1.0 1.7
O 1.226 3.290 2.113 0.1 0.0 0.2
H 0.127 3.223 0.333 0.4 -0.7 -1.0
H -0.748 3.454 1.781 -1.1 -0.3 0.3
H -0.253 5.410 0.073 -0.3 0.0 -0.6
H 1.220 5.469 1.006 -0.2 0.2 0.0
H -0.582 5.604 2.806 0.2 0.0 -0.2
H 1.097 2.342 2.348 0.0 0.3 -0.2
```
Positions in Å, forces in eV/Å.

Output
* Kohn-Sham gap: 9.53 eV
* spin multiplicity: 1
* largest force on an atom: 0.137 hartree/bohr
* E_tot: -3884.816982 Ha
* LUMO energy: 0.078 hartree
* charge: -1


(6)
Molecular formula: C4H11N2O
Method: DFT, the ωB97M-V functional and the def2-TZVPD basis

Geometry as XYZ:
```
18
Properties=species:S:1:pos:R:3:forces:R:3
C 0.360 -0.109 1.969 -0.2 0.3 0.2
O -0.001 0.591 0.866 -0.2 -0.1 0.1
C 1.562 -1.069 1.744 -0.5 0.1 0.4
C 2.578 -0.468 0.801 0.2 0.0 -0.4
H -0.473 -0.725 2.388 0.0 -0.2 0.0
H 0.600 0.548 2.847 0.3 0.1 -0.1
H 1.146 -1.995 1.337 0.2 -0.1 -0.2
H 2.019 -1.312 2.715 0.0 -0.1 -0.1
H 3.440 -1.121 0.629 0.0 0.0 0.1
H 2.935 0.499 1.154 0.1 0.1 0.2
H 2.108 -0.263 -0.161 -0.1 0.0 0.0
N -1.963 0.198 -0.838 -0.5 0.0 0.3
C -1.470 0.747 -1.951 0.4 -0.2 -0.3
N -1.707 0.302 -3.139 -0.5 0.3 -0.2
H -1.388 0.273 0.051 0.4 0.1 -0.2
H -2.607 -0.559 -0.995 0.2 -0.2 0.0
H -0.801 1.589 -1.764 0.0 0.1 0.1
H -1.358 0.962 -3.830 0.2 -0.1 0.1
```
Positions in Å, forces in eV/Å.

Output
* Kohn-Sham gap: 7.50 eV
* spin multiplicity: 1
* largest force on an atom: 0.012 hartree/bohr
* E_tot: -343.762267 Ha
* LUMO energy: 0.159 hartree
* relative energy (zero: lowest compared OMol25 entry of this formula, charge and spin): 5.6 kcal per mole
* charge: -1